No. 1
{
  "formula": "C6H10O",
  "method": "ωB97M-V/def2-TZVPD",
  "total_charge": 0,
  "lumo_energy_ev": 1.07,
  "gap_ev": 9.7,
  "energy_ev": -8430.0475,
  "fmax_ha_per_bohr": 0.071,
  "e_above_lowest_kj_mol": 115.1,
  "symbols": ["C", "C", "C", "C", "C", "C", "O", "H", "H", "H", "H", "H", "H", "H", "H", "H", "H"],
  "positions_angstrom": [[3.667, -1.726, 0.178], [-0.016, -0.619, 0.385], [-0.271, 0.685, 0.048], [-0.690, -1.849, -0.224], [0.252, 1.894, 0.790], [-1.283, 0.865, -1.035], [3.661, -0.767, 0.768], [0.786, -0.928, 1.048], [-0.699, -1.977, -1.256], [-1.756, -1.955, 0.196], [-0.120, -2.636, 0.097], [1.250, 1.696, 1.286], [-0.502, 2.111, 1.614], [0.471, 2.729, 0.102], [-1.561, 1.880, -1.207], [-2.119, 0.267, -0.781], [-1.071, 0.329, -2.011]],
  "atomic_forces_ev_per_a": [[-0.01, 0.18, 0.10], [0.06, 1.23, -1.12], [0.59, -2.41, 0.42], [-2.00, 2.14, 2.18], [0.76, -0.51, 0.82], [0.44, -0.95, -1.16], [0.02, -0.17, -0.11], [-0.13, 0.63, 0.43], [-0.26, 0.48, -2.11], [1.43, 0.04, -0.73], [1.07, -2.31, 1.09], [-1.17, -0.07, -0.35], [0.97, 0.34, -1.13], [-0.63, -0.11, 0.43], [-0.26, 0.65, -0.22], [-1.47, -0.15, 0.63], [0.59, 0.99, 0.83]],
  "lowdin_charge": [-0.01, -0.13, -0.35, -0.10, -0.08, -0.08, 0.01, 0.07, 0.04, 0.11, 0.02, 0.08, 0.10, 0.07, 0.06, 0.05, 0.10]
}



No. 2
{
  "formula": "C24H31NO4",
  "method": "ωB97M-V/def2-TZVPD",
  "total_charge": 0,
  "lumo_energy_ev": 0.74,
  "gap_ev": 9.3,
  "energy_ev": -35071.8666,
  "fmax_ha_per_bohr": 0.012,
  "smiles": "CCOC(=O)[C@@]1(Cc2ccccc2)CCCN(Cc2ccc(OCCO)cc2)C1",
  "e_above_lowest_kj_mol": 0.0,
  "symbols": ["C", "C", "H", "H", "O", "C", "O", "C", "C", "N", "C", "C", "C", "H", "H", "H", "H", "H", "H", "C", "C", "C", "C", "C", "C", "C", "H", "H", "O", "C", "C", "O", "H", "H", "H", "H", "H", "H", "H", "H", "H", "H", "H", "C", "C", "C", "C", "C", "C", "C", "H", "H", "H", "H", "H", "H", "H", "H", "H", "H"],
  "positions_angstrom": [[4.041, 0.431, 1.494], [3.328, 1.636, 2.079], [3.122, 1.500, 3.146], [3.922, 2.549, 1.956], [2.087, 1.803, 1.391], [1.122, 2.463, 2.029], [1.268, 2.979, 3.108], [-0.191, 2.462, 1.257], [0.042, 2.255, -0.242], [-1.213, 2.329, -0.967], [-1.796, 3.650, -0.844], [-2.132, 3.929, 0.618], [-0.878, 3.817, 1.474], [-1.113, 3.948, 2.531], [-0.177, 4.608, 1.194], [-2.879, 3.211, 0.954], [-2.556, 4.931, 0.709], [-2.710, 3.683, -1.444], [-1.111, 4.433, -1.221], [-1.051, 1.905, -2.351], [-0.885, 0.412, -2.412], [-1.967, -0.410, -2.128], [-1.843, -1.788, -2.114], [-0.610, -2.372, -2.384], [0.479, -1.554, -2.681], [0.340, -0.182, -2.693], [1.196, 0.437, -2.920], [1.430, -2.018, -2.892], [-0.364, -3.714, -2.380], [-1.416, -4.599, -2.046], [-0.836, -6.013, -2.107], [-0.450, -6.362, -3.408], [0.138, -5.668, -3.732], [0.018, -6.075, -1.418], [-1.595, -6.736, -1.803], [-2.237, -4.506, -2.769], [-1.793, -4.391, -1.036], [-2.706, -2.392, -1.884], [-2.923, 0.038, -1.902], [-0.194, 2.406, -2.835], [-1.958, 2.187, -2.894], [0.486, 1.273, -0.410], [0.757, 3.018, -0.604], [-1.045, 1.301, 1.834], [-0.235, 0.053, 2.043], [-0.108, -0.889, 1.031], [0.684, -2.011, 1.203], [1.357, -2.209, 2.396], [1.220, -1.287, 3.421], [0.428, -0.166, 3.246], [0.329, 0.551, 4.049], [1.733, -1.442, 4.359], [1.980, -3.082, 2.532], [0.778, -2.727, 0.400], [-0.640, -0.747, 0.103], [-1.851, 1.106, 1.126], [-1.466, 1.625, 2.787], [4.990, 0.285, 2.003], [3.426, -0.457, 1.615], [4.225, 0.585, 0.434]],
  "atomic_forces_ev_per_a": [[-0.35, 0.31, 0.00], [0.39, -0.11, 0.37], [0.06, 0.05, -0.18], [-0.12, -0.08, 0.07], [0.07, -0.13, -0.35], [-0.15, 0.28, -0.08], [-0.03, 0.04, 0.11], [0.09, 0.14, 0.11], [0.05, -0.15, 0.10], [0.02, 0.16, -0.11], [-0.30, 0.07, 0.14], [0.22, 0.11, -0.17], [-0.11, -0.13, 0.02], [0.07, 0.02, 0.00], [0.02, 0.05, 0.03], [-0.11, 0.00, -0.01], [-0.05, -0.01, 0.03], [0.08, 0.03, -0.03], [-0.02, -0.01, -0.03], [-0.05, -0.06, 0.11], [-0.02, 0.03, -0.13], [0.19, 0.10, -0.09], [-0.06, -0.30, 0.03], [0.17, 0.19, -0.08], [-0.07, -0.26, 0.05], [-0.16, -0.03, -0.01], [0.09, 0.09, -0.01], [0.12, -0.07, -0.02], [0.15, 0.09, -0.03], [-0.16, -0.53, 0.11], [-0.14, 0.50, 0.31], [0.16, 0.02, -0.45], [-0.02, -0.08, 0.01], [-0.14, -0.01, 0.02], [0.03, 0.10, 0.07], [0.07, 0.01, 0.08], [0.02, 0.02, -0.07], [-0.06, -0.08, 0.01], [-0.13, 0.06, 0.04], [-0.07, 0.00, -0.02], [0.09, 0.05, 0.01], [0.05, 0.09, -0.02], [-0.02, -0.07, -0.03], [0.13, 0.03, 0.00], [-0.21, -0.16, 0.06], [0.00, 0.02, 0.03], [0.05, -0.08, -0.05], [0.05, -0.10, 0.03], [0.07, -0.03, 0.07], [-0.04, -0.02, 0.04], [-0.02, 0.08, 0.07], [0.03, -0.01, 0.08], [0.04, -0.07, 0.01], [0.00, -0.08, -0.09], [-0.07, 0.03, -0.15], [-0.05, 0.03, 0.09], [-0.06, 0.02, -0.02], [0.11, -0.02, 0.04], [-0.01, -0.09, 0.01], [0.08, -0.03, -0.12]],
  "lowdin_charge": [-0.05, -0.20, 0.12, 0.13, 0.00, -0.47, 0.13, -0.32, -0.12, -0.15, -0.19, -0.16, -0.13, 0.12, 0.13, 0.11, 0.11, 0.12, 0.13, -0.15, -0.23, -0.04, -0.02, -0.28, 0.00, -0.04, 0.12, 0.12, -0.06, -0.19, -0.24, -0.05, 0.09, 0.12, 0.12, 0.14, 0.13, 0.11, 0.12, 0.13, 0.12, 0.12, 0.15, -0.06, -0.21, -0.02, -0.07, -0.10, -0.08, -0.04, 0.12, 0.10, 0.10, 0.10, 0.09, 0.12, 0.13, 0.08, 0.06, 0.08]
}



No. 3
{
  "formula": "C3H6N2O2",
  "method": "ωB97M-V/def2-TZVPD",
  "total_charge": 0,
  "lumo_energy_ev": [-0.14, -0.14],
  "gap_ev": [7.9, 7.9],
  "energy_ev": -10276.4661,
  "fmax_ha_per_bohr": 0.128,
  "e_above_lowest_kj_mol": 803.9,
  "symbols": ["C", "C", "C", "N", "N", "O", "O", "H", "H", "H", "H", "H", "H"],
  "positions_angstrom": [[-1.675, 0.948, 0.774], [-0.406, 1.886, 1.153], [1.092, -1.706, -1.606], [-1.364, -0.082, 0.255], [-0.346, -0.704, 0.049], [0.697, 1.374, 0.834], [0.023, -0.860, -1.227], [-2.695, 1.337, 1.092], [-0.578, 2.927, 1.005], [-0.588, 1.668, 2.296], [1.048, -1.866, -2.655], [1.359, -2.514, -0.993], [1.866, -0.976, -1.399]],
  "atomic_forces_ev_per_a": [[-2.00, 5.81, 2.30], [-0.73, -1.77, 2.71], [1.65, 2.75, 1.35], [-1.16, -2.70, -2.61], [3.96, -2.01, 0.54], [1.66, -1.04, -1.35], [-3.63, 0.70, -0.80], [1.33, -1.15, -0.56], [-0.73, 1.09, -0.70], [-0.45, 0.55, -0.54], [-0.50, -0.38, -0.60], [-0.59, -1.52, 0.81], [1.21, -0.33, -0.56]],
  "lowdin_charge": [-0.03, -0.44, -0.03, 0.03, 0.08, -0.14, -0.10, 0.15, 0.09, 0.13, 0.09, 0.08, 0.09]
}



No. 4
{
  "formula": "C3H4N4O2",
  "method": "ωB97M-V/def2-TZVPD",
  "spin_multiplicity": 3,
  "total_charge": 0,
  "lumo_energy_ev": [0.32, -3.77],
  "gap_ev": [7.1, 7.1],
  "energy_ev": -13222.0540,
  "fmax_ha_per_bohr": 0.208,
  "e_above_lowest_kj_mol": 459.5,
  "symbols": ["C", "C", "C", "N", "N", "N", "N", "O", "O", "H", "H", "H", "H"],
  "positions_angstrom": [[-1.341, 0.630, 0.338], [-1.018, 1.880, -0.230], [-0.097, -0.274, 0.117], [-0.509, 2.928, -0.522], [0.971, 0.357, 0.205], [-0.456, -1.546, -0.115], [2.259, -0.247, 0.021], [2.213, -1.391, -0.231], [3.245, 0.354, 0.201], [-1.921, 0.809, 1.395], [-2.191, 0.318, -0.355], [-1.387, -1.546, -0.454], [0.232, -2.271, -0.370]],
  "atomic_forces_ev_per_a": [[-2.95, -0.68, 0.39], [3.41, 7.25, -0.98], [-3.11, 0.18, 0.90], [-2.80, -4.78, 0.97], [4.87, 0.12, 0.30], [0.97, -1.19, -0.05], [-8.57, 6.37, 0.76], [0.38, -9.23, -1.90], [6.35, 3.47, 1.18], [2.06, -0.85, -2.23], [0.82, -0.40, 0.92], [-0.58, -1.04, -0.38], [-0.85, 0.78, 0.11]],
  "lowdin_charge": [-0.13, -0.27, -0.43, 0.16, 0.25, 0.16, -0.55, 0.19, 0.10, 0.19, 0.13, 0.08, 0.12]
}



No. 5
{
  "formula": "C30H42BaF2NO22S2",
  "method": "ωB97M-V/def2-TZVPD",
  "total_charge": 1,
  "lumo_energy_ev": -5.56,
  "gap_ev": 4.9,
  "energy_ev": -106106.3791,
  "fmax_ha_per_bohr": 0.279,
  "symbols": ["Ba", "N", "S", "O", "O", "F", "S", "O", "O", "F", "C", "O", "C", "C", "O", "C", "H", "H", "H", "H", "H", "H", "H", "H", "H", "H", "C", "O", "C", "C", "O", "C", "H", "H", "H", "H", "H", "H", "H", "H", "H", "H", "C", "O", "C", "C", "O", "C", "H", "H", "H", "H", "H", "H", "H", "H", "H", "H", "C", "C", "C", "O", "C", "C", "C", "O", "O", "O", "H", "H", "H", "H", "C", "C", "C", "O", "C", "C", "C", "O", "O", "O", "H", "H", "H", "H", "C", "C", "C", "O", "C", "C", "C", "O", "O", "O", "H", "H", "H", "H"],
  "positions_angstrom": [[33.792, -3.849, 5.459], [37.632, -3.225, 5.869], [38.390, -2.428, 6.765], [38.751, -1.124, 6.159], [39.276, -3.082, 7.734], [37.140, -2.029, 7.752], [38.997, -3.842, 5.041], [39.729, -4.868, 5.722], [39.581, -3.064, 3.960], [37.992, -4.681, 4.084], [39.424, 3.426, 2.163], [40.158, 2.623, 1.272], [40.383, 1.285, 1.635], [40.703, 0.372, 0.441], [39.612, 0.094, -0.467], [39.013, 1.241, -0.951], [38.415, 3.037, 2.301], [39.291, 4.470, 1.878], [39.871, 3.287, 3.147], [39.448, 0.896, 2.038], [41.106, 1.220, 2.448], [41.045, -0.630, 0.702], [41.527, 0.791, -0.137], [38.291, 1.103, -1.756], [39.780, 1.946, -1.270], [38.490, 1.687, -0.105], [32.335, -3.648, 9.945], [33.568, -4.012, 9.250], [34.308, -4.917, 10.019], [34.241, -6.246, 9.532], [34.629, -6.370, 8.188], [35.932, -6.829, 7.933], [32.637, -3.116, 10.847], [31.655, -4.449, 10.234], [31.998, -2.903, 9.223], [34.099, -4.904, 11.088], [35.299, -4.467, 9.955], [33.183, -6.502, 9.592], [34.832, -6.931, 10.140], [36.740, -6.228, 8.350], [36.019, -6.993, 6.859], [36.130, -7.780, 8.428], [33.695, -1.800, 1.032], [34.300, -1.961, 2.259], [35.126, -0.810, 2.686], [34.424, 0.230, 3.581], [33.969, -0.220, 4.863], [33.788, 0.953, 5.667], [34.445, -1.540, 0.285], [32.990, -0.969, 1.059], [33.151, -2.639, 0.598], [35.404, -0.162, 1.854], [36.113, -1.041, 3.086], [33.540, 0.652, 3.102], [35.120, 1.047, 3.775], [33.394, 0.775, 6.667], [33.128, 1.758, 5.344], [34.718, 1.497, 5.836], [43.402, -10.518, 9.302], [43.011, -9.371, 8.705], [43.917, -8.270, 8.372], [43.635, -7.300, 7.726], [45.255, -8.441, 8.926], [45.631, -9.535, 9.639], [44.745, -10.707, 9.825], [45.150, -11.772, 10.260], [46.884, -9.644, 10.185], [41.677, -9.096, 8.393], [42.761, -11.368, 9.483], [45.934, -7.604, 8.849], [46.900, -10.473, 10.669], [41.669, -8.297, 7.862], [46.669, -2.273, -1.406], [45.842, -3.332, -1.686], [44.906, -4.001, -0.688], [44.323, -5.080, -0.868], [44.861, -3.223, 0.533], [45.666, -2.147, 0.914], [46.651, -1.603, -0.075], [47.322, -0.684, 0.157], [45.519, -1.484, 2.117], [45.865, -3.972, -2.907], [47.215, -1.898, -2.259], [44.123, -3.511, 1.267], [46.119, -0.740, 2.029], [45.450, -4.833, -2.817], [42.072, -11.943, 1.121], [41.948, -10.607, 1.161], [41.148, -9.971, 2.316], [40.845, -8.810, 2.499], [40.872, -10.943, 3.360], [41.098, -12.283, 3.343], [41.740, -12.947, 2.109], [42.038, -14.122, 1.948], [40.572, -13.105, 4.221], [42.332, -9.826, 0.128], [42.604, -12.473, 0.345], [40.195, -10.645, 4.147], [40.876, -13.955, 3.895], [42.263, -8.910, 0.406]],
  "atomic_forces_ev_per_a": [[1.31, 0.68, 0.44], [-2.06, -6.34, -6.46], [4.27, 9.83, 9.52], [-0.04, -2.46, 1.57], [-1.07, 1.22, -2.02], [-0.12, 0.01, -0.30], [-0.73, -3.17, -5.36], [-0.59, 1.38, -0.17], [-0.34, 0.05, 2.83], [-0.45, -0.68, 0.26], [-0.14, -1.39, 1.00], [0.59, 1.03, -1.43], [-1.25, -0.63, 0.22], [0.03, 0.17, -0.90], [0.68, -1.07, 0.63], [-0.26, 1.33, 0.50], [-0.45, -0.27, -0.23], [0.73, -0.21, -0.33], [0.15, 0.71, 0.32], [-0.32, -0.24, 0.34], [0.40, -0.15, -0.12], [-0.12, 0.19, 0.68], [0.09, 0.39, -0.17], [0.23, -0.69, -0.04], [-0.06, 0.27, -0.22], [-0.33, 0.52, -0.23], [1.52, 1.28, -0.85], [-2.15, -0.25, 0.30], [2.56, 2.90, 1.08], [-0.47, -2.47, -0.57], [-0.56, 0.57, -1.28], [0.80, -0.81, 0.52], [-0.16, 0.03, 0.13], [0.05, -0.17, -0.58], [-1.15, -0.12, 0.47], [-0.55, 0.19, 0.08], [0.58, -0.49, 0.08], [-0.11, -0.67, -0.14], [-0.11, -0.10, 0.21], [-0.12, 0.77, -0.40], [0.21, 0.22, 0.09], [-0.40, -0.45, -0.09], [-0.36, 1.48, -1.96], [1.55, 0.01, 2.74], [-0.91, 0.94, -0.03], [-0.41, -0.63, -0.12], [-0.19, 0.18, 0.51], [0.18, 0.73, 1.31], [0.12, 0.02, -0.16], [-0.21, 0.15, -0.02], [0.20, -0.52, 0.85], [-0.22, -0.38, -0.69], [-0.30, -1.08, 0.31], [0.04, 0.06, -0.43], [0.30, -0.02, -0.35], [0.11, -0.94, -0.08], [-0.44, -0.49, -1.17], [0.47, -0.41, -0.14], [-0.71, 0.24, -0.04], [-3.18, -0.51, -0.08], [2.41, -0.53, 1.01], [-1.20, 0.56, -0.65], [0.91, -0.67, 1.06], [1.59, 1.15, 0.10], [-0.21, -0.41, -1.10], [0.05, 0.76, 0.27], [-1.35, 0.64, -0.74], [1.78, -1.38, 0.57], [-0.42, 0.20, -0.12], [0.10, -0.01, -0.21], [0.07, -0.58, 0.17], [0.16, 0.55, -0.27], [-1.97, -1.66, -0.42], [0.69, -1.00, -1.17], [0.58, -0.13, 0.29], [1.14, 2.12, -0.21], [0.34, 1.79, 2.59], [-2.11, -1.68, -0.13], [-2.22, -3.54, -2.23], [2.54, 3.78, 1.52], [0.08, -1.47, -2.12], [0.56, 1.46, 0.96], [0.47, 0.27, 0.36], [-0.11, -0.26, 0.09], [0.47, 0.59, 0.24], [-0.47, -0.29, 0.24], [1.01, -0.52, -1.09], [-1.13, 0.61, -0.44], [1.09, -0.95, 1.16], [0.36, -0.11, -1.45], [-0.88, -1.64, 0.71], [-0.22, 0.82, -1.86], [0.48, 1.39, 0.57], [-1.00, 0.88, 1.08], [0.09, -0.31, 0.64], [0.08, -0.71, 0.71], [0.14, 0.62, -0.65], [0.20, 0.48, 0.23], [-0.08, -1.05, 0.36], [-0.15, 0.50, 0.06]],
  "lowdin_charge": [1.81, -0.32, 0.37, -0.31, -0.28, -0.25, 0.60, -0.24, -0.25, -0.26, -0.10, -0.22, -0.20, -0.16, -0.19, -0.14, 0.07, 0.09, 0.09, 0.12, 0.13, 0.13, 0.12, 0.09, 0.09, 0.07, -0.06, -0.22, -0.27, -0.23, -0.22, -0.09, 0.10, 0.10, 0.08, 0.15, 0.15, 0.14, 0.15, 0.10, 0.09, 0.09, -0.14, -0.23, -0.13, -0.19, -0.23, -0.11, 0.10, 0.09, 0.09, 0.13, 0.14, 0.13, 0.13, 0.09, 0.10, 0.10, 0.08, -0.18, -0.36, 0.15, 0.08, -0.20, -0.33, 0.12, 0.10, 0.08, 0.13, 0.14, 0.10, 0.10, 0.09, -0.19, -0.31, 0.09, 0.07, -0.16, -0.38, 0.17, 0.10, 0.07, 0.13, 0.13, 0.10, 0.10, 0.05, -0.19, -0.32, 0.11, 0.05, -0.24, -0.31, 0.12, 0.13, 0.11, 0.14, 0.13, 0.11, 0.11]
}



No. 6
{
  "formula": "C4H8N2OS",
  "method": "ωB97M-V/def2-TZVPD",
  "total_charge": 0,
  "lumo_energy_ev": [0.19, 0.08],
  "gap_ev": [7.6, 7.9],
  "energy_ev": -20133.8457,
  "fmax_ha_per_bohr": 0.033,
  "e_above_lowest_kj_mol": 674.3,
  "symbols": ["C", "C", "C", "C", "N", "N", "O", "S", "H", "H", "H", "H", "H", "H", "H", "H"],
  "positions_angstrom": [[2.228, 0.782, -1.208], [1.409, 0.125, -1.938], [2.489, 0.461, 0.294], [-3.257, -1.147, 0.777], [-1.018, -0.579, 0.825], [1.342, 0.123, 1.071], [-1.987, -1.507, 1.259], [0.416, -1.224, 0.605], [2.877, 1.600, -1.527], [0.885, -0.076, -2.832], [3.180, -0.386, 0.325], [2.975, 1.318, 0.764], [-3.510, -0.122, 1.064], [-3.952, -1.847, 1.237], [-3.303, -1.234, -0.314], [0.695, 0.895, 1.221]],
  "atomic_forces_ev_per_a": [[0.85, 0.48, 0.98], [-0.52, -0.64, 0.55], [0.23, -0.22, -0.87], [-0.16, 0.35, -0.28], [-1.43, 0.87, -0.06], [-0.62, -0.15, 0.66], [1.15, -0.51, 0.15], [0.69, -0.21, -0.24], [-0.13, 0.07, -0.40], [-0.12, 0.05, -0.61], [0.12, 0.16, 0.05], [-0.04, -0.11, 0.00], [0.01, -0.05, 0.01], [0.02, 0.03, -0.02], [-0.03, -0.01, 0.09], [-0.01, -0.09, 0.00]],
  "lowdin_charge": [-0.23, 0.08, -0.30, -0.13, -0.39, -0.35, -0.30, 0.97, 0.09, 0.02, 0.11, 0.11, 0.08, 0.09, 0.08, 0.08]
}